(1)
Here is a 9-piece molecular cluster, C23H64O9 overall from the OMol25 dataset. Energies are from wB97M-V/def2-TZVPD.

Geometry as XYZ:
```
96
C23H64O9 wB97M-V/def2-TZVPD
C 14.13074 4.56478 24.59830
C 13.41334 3.77214 25.68543
C 11.89659 3.75831 25.56419
O 13.90661 2.42707 25.63529
H 13.90009 4.21405 23.58854
H 15.20997 4.47980 24.72555
H 13.88145 5.63089 24.62405
H 13.69475 4.16714 26.66450
H 11.59681 3.57933 24.52768
H 11.45768 4.70629 25.87964
H 11.51732 2.95177 26.19084
H 13.47081 1.96964 24.90806
C 9.00439 12.20224 23.64404
C 8.91915 13.67758 23.26965
C 7.76558 14.39271 23.94515
O 10.15043 14.30554 23.54749
H 9.30831 12.07907 24.68599
H 9.80984 11.76772 23.04143
H 8.13086 11.58442 23.43100
H 8.76531 13.69866 22.18043
H 6.80664 14.02070 23.58577
H 7.83644 15.45470 23.70506
H 7.78678 14.24768 25.02662
H 10.81994 14.09811 22.88163
C 13.61631 7.77072 28.64632
C 12.86217 8.63999 27.64524
C 13.71613 9.01124 26.45123
O 11.73186 7.88051 27.15953
H 14.57069 8.21136 28.93150
H 13.76133 6.76345 28.25716
H 13.00782 7.68312 29.55451
H 12.46624 9.53884 28.13210
H 14.70357 9.37410 26.73157
H 13.24121 9.86673 25.95695
H 13.80404 8.19475 25.73848
H 11.26956 7.52215 27.92735
C 14.58084 8.03889 19.75150
C 13.22045 8.22981 19.08460
C 13.31117 9.17848 17.90248
O 12.70966 6.95142 18.71374
H 14.45543 7.65170 20.76664
H 14.95122 9.06024 19.85843
H 15.23246 7.31945 19.26125
H 12.54730 8.69737 19.81409
H 13.75366 10.13744 18.17301
H 12.31526 9.46713 17.54716
H 13.84596 8.70683 17.07590
H 12.11435 7.06955 17.96567
C 13.26014 12.21935 22.85819
C 13.01648 12.62090 21.39159
C 12.28174 11.54981 20.60669
O 12.26022 13.83175 21.41638
H 13.83033 12.98595 23.37563
H 13.79058 11.26719 22.79648
H 12.32257 12.06243 23.39498
H 14.03244 12.79941 21.01656
H 11.23955 11.48827 20.92941
H 12.76093 10.60402 20.86640
H 12.25493 11.74082 19.53283
H 11.93620 14.07172 20.54308
C 8.10574 8.11944 26.49678
C 8.74602 9.44807 26.14051
C 8.95464 10.40809 27.29757
O 9.97805 9.26875 25.43575
H 8.82239 7.36855 26.84691
H 7.62352 7.65256 25.63839
H 7.38671 8.25344 27.30799
H 8.07733 9.93276 25.42418
H 9.59573 9.95448 28.06304
H 8.02894 10.77618 27.73364
H 9.54569 11.24643 26.92333
H 10.58096 8.84218 26.08364
C 16.47858 9.29683 22.83924
C 17.45000 8.38294 23.58783
C 18.23514 9.09131 24.67462
O 16.70162 7.30666 24.14815
H 16.07952 8.76104 21.97476
H 16.93502 10.20374 22.44192
H 15.64802 9.50207 23.51496
H 18.18750 8.00395 22.87314
H 18.85895 9.84949 24.19857
H 18.86763 8.37607 25.20053
H 17.64328 9.61058 25.43044
H 16.37058 6.79825 23.39882
C 12.13138 8.20508 23.10618
O 10.96759 8.97042 22.85140
H 11.99377 7.53183 23.95501
H 12.43450 7.64372 22.22356
H 12.98747 8.85884 23.32706
H 10.52722 9.00744 23.72266
C 8.76589 9.67593 19.79006
O 8.65609 9.73323 21.19964
H 9.36310 10.51804 19.41382
H 9.29071 8.75657 19.50581
H 7.80293 9.73171 19.28982
H 9.55524 9.73820 21.55964
```

Its energy above the lowest of the compared OMol25 structures with the same formula, charge and spin is 9.62 kcal/mol. The calculation puts the total energy at -1591.81556 Eh. As for the gap between HOMO and LUMO: 9.98 eV.

Atom charges from the Löwdin analysis, given in e for atoms 1 to 8: number 1, C, carries -0.06; number 2, C, carries -0.49; number 3, C, carries -0.06; number 4, O, carries -0.06; number 5, H, carries 0.08; number 6, H, carries 0.08; number 7, H, carries 0.06; number 8, H, carries 0.13


(2)
Here is C23H65Co2N5O15 as an isolated structure from the OMol25 dataset. Energies are from wB97M-V/def2-TZVPD.

Geometry as XYZ:
```
110
C23H65Co2N5O15 wB97M-V/def2-TZVPD
Co 1.21462 -0.93564 4.81459
Co 2.43471 1.71155 5.87638
O 2.31345 -0.28980 6.45507
C 2.76144 -1.43792 7.16689
C 2.56987 -2.73395 6.33350
O 1.56930 -2.97629 5.41428
H 2.03729 -1.49665 7.98325
H 3.80173 -1.39038 7.48430
H 2.55707 -3.58131 7.04169
H 3.50187 -3.01614 5.80929
O 1.45766 1.20024 4.18728
C 0.66292 1.29437 3.03202
C 0.18471 -0.01245 2.34792
O 0.30337 -1.25069 3.03151
H 1.22990 1.90764 2.32844
H -0.21368 1.94630 3.14844
H 0.86683 -0.13099 1.48990
H -0.80240 0.05637 1.88138
C 3.87209 -4.83141 -5.36354
O 3.03556 -5.92504 -5.04301
C 2.95300 -6.23380 -3.65526
C 2.32163 -5.15967 -2.74775
N 0.93114 -5.11036 -3.02624
C 0.09196 -4.43624 -2.03474
C 0.49583 -2.97415 -1.75247
O 1.44783 -2.91929 -0.72270
C 2.09723 -1.68286 -0.70795
H 3.44122 -3.92878 -4.91619
H 3.82649 -4.57665 -6.42269
H 4.91340 -4.97429 -5.07504
H 3.94873 -6.49879 -3.27780
H 2.31346 -7.11319 -3.70925
H 2.94381 -4.24832 -2.79113
H 2.64126 -5.48496 -1.74962
H 0.56948 -5.09910 -3.95963
H 0.08455 -5.02674 -1.11847
H -0.91423 -4.36111 -2.45038
H -0.43567 -2.45463 -1.48302
H 0.83740 -2.52798 -2.69373
H 2.87166 -1.52993 0.05007
H 1.34267 -0.90050 -0.55245
H 2.70165 -1.41392 -1.58678
C -2.22063 2.07606 -0.37356
O -1.90607 3.36740 0.12100
C -0.52625 3.63596 -0.15905
C -0.22161 3.65085 -1.68053
N 1.13668 4.07494 -2.04332
C 1.22450 4.06154 -3.49326
C 2.65016 4.13509 -4.04351
O 3.12830 5.45741 -3.87575
C 4.51413 5.58175 -4.04931
H -2.19802 1.92838 -1.45333
H -3.23115 1.83713 -0.04389
H -1.60138 1.26053 0.01846
H 0.10547 2.90590 0.35248
H -0.34765 4.63702 0.23716
H -0.91261 4.32355 -2.18569
H -0.31897 2.62605 -2.05501
H 1.90903 3.60750 -1.59385
H 0.77341 4.96312 -3.91713
H 0.77121 3.21156 -4.01891
H 2.60633 3.87646 -5.10620
H 3.33182 3.46845 -3.50109
H 4.94986 6.49336 -3.64002
H 4.77190 5.59413 -5.11673
H 5.00298 4.73146 -3.55675
C -3.91999 0.44030 2.47171
O -5.22617 0.10048 2.03922
C -5.26706 -1.30065 1.74605
C -6.66897 -1.67890 1.28338
N -7.14408 -1.01625 0.07082
C -6.35986 -1.32579 -1.14914
C -5.59936 -0.14633 -1.74985
O -4.48538 -0.61167 -2.46617
C -3.96499 0.32482 -3.37589
H -3.27583 0.44368 1.58761
H -3.47685 -0.23337 3.20790
H -3.90612 1.43319 2.91427
H -5.06511 -1.90539 2.63417
H -4.48074 -1.47778 1.00795
H -7.41700 -1.45133 2.04728
H -6.77410 -2.75371 1.11693
H -7.08987 -0.01446 0.23010
H -7.18054 -1.64461 -1.80634
H -5.81365 -2.27069 -1.09960
H -5.42424 0.60572 -0.96841
H -6.32049 0.33525 -2.42414
H -3.12098 0.88263 -2.95073
H -4.68985 1.04563 -3.75754
H -3.50010 -0.21745 -4.20243
C 3.95710 2.46978 -0.21953
O 4.32873 1.30135 -0.25593
N 2.80253 2.95891 0.35985
N 4.80486 3.46372 -0.61410
H 2.20475 2.35437 0.89044
H 2.71951 3.94437 0.51052
H 5.74908 3.15637 -0.76710
H 4.53853 4.42486 -0.70165
O 3.10489 -1.23708 3.24052
H 2.43158 -0.96443 2.59599
H 3.45641 -2.06331 2.88752
O -2.12394 -2.69734 3.11108
H -1.80571 -3.44833 3.61949
H -1.41576 -2.02459 3.19629
O -1.23299 4.53574 3.02471
H -0.44576 5.06053 2.84943
H -1.35499 4.00297 2.22081
O -2.20718 1.98500 4.83230
H -2.06456 2.81445 4.35667
H -1.45003 1.44121 4.59699
```

The expectation value of S² is 12.0625. As for the spin multiplicity: 7. The calculation puts the total energy at -5082.88716 Eh. As for the gap between HOMO and LUMO (spin up / spin down): 7.37 / 4.85 eV.

Atom charges from the Löwdin analysis, given in e for atoms 1 to 8: number 1, Co, carries 0.89; number 2, Co, carries 0.59; number 3, O, carries -0.40; number 4, C, carries -0.27; number 5, C, carries -0.27; number 6, O, carries 0.00; number 7, H, carries 0.11; number 8, H, carries 0.12


(3)
Here is C23H65N4O11Zn as an isolated structure from the OMol25 dataset. Energies are from wB97M-V/def2-TZVPD.

Geometry as XYZ:
```
104
C23H65N4O11Zn wB97M-V/def2-TZVPD
Zn -0.60631 2.60418 0.98889
O 0.84548 -0.99669 0.83955
C 0.33291 0.22422 1.08817
O -0.87722 0.47998 1.09445
O 1.03978 1.23203 1.17504
H 0.02387 -1.49315 0.84936
C -2.86904 -3.30129 3.25792
C -1.81063 -2.39203 2.71547
C -0.57242 -2.21175 3.61510
O -1.41252 -2.81290 1.43732
H -3.15328 -2.95872 4.25288
H -2.58050 -4.35142 3.30341
H -3.77512 -3.25884 2.65350
H -2.20139 -1.38187 2.59316
H 0.13517 -1.50029 3.18938
H -0.07537 -3.15175 3.85478
H -0.77921 -1.70499 4.55772
H -2.13890 -2.84673 0.81056
C 3.80769 -3.39777 -0.32344
C 4.95085 -2.86859 -1.22904
C 4.62311 -2.68635 -2.72203
O 5.69054 -2.30909 -3.50942
C 5.35259 -1.44962 -4.62452
N 5.43953 -1.62920 -0.69917
H 3.04933 -2.67152 -0.03096
H 4.29874 -3.74305 0.58638
H 3.25215 -4.18929 -0.82640
H 5.83761 -3.49987 -1.17220
H 3.87469 -1.89419 -2.70071
H 4.11821 -3.54419 -3.16620
H 4.98962 -0.46694 -4.32338
H 4.60119 -1.85436 -5.30253
H 6.24300 -1.13529 -5.16899
H 5.94190 -1.13471 -1.42250
H 4.69181 -0.97630 -0.51279
C -1.05866 4.78451 4.42967
C -0.94625 4.50920 2.93123
C 0.47803 4.72529 2.38966
O 0.57724 4.04826 1.20364
C 1.76437 4.28773 0.53404
N -1.41491 3.14836 2.80161
H -0.42942 4.10275 5.00182
H -2.08868 4.68392 4.77179
H -0.82317 5.82007 4.67518
H -1.66212 5.13007 2.39258
H 1.24922 4.34850 3.06152
H 0.66555 5.79743 2.33103
H 1.67175 3.90050 -0.48064
H 2.61483 3.76277 0.96902
H 1.96448 5.33926 0.32824
H -2.36393 3.16393 3.14687
H -1.01537 2.59666 3.54734
C -2.10668 -1.33766 -4.12958
C -1.23059 -0.61455 -3.13058
C -0.11736 -1.44143 -2.45146
O -0.69753 -2.53426 -1.70621
C 0.22749 -3.43966 -1.26185
N -0.70158 0.54622 -3.83025
H -2.77654 -0.57509 -4.52690
H -2.64317 -2.16842 -3.67118
H -1.40951 -1.75329 -4.85712
H -1.91631 -0.27160 -2.35580
H 0.49404 -0.82855 -1.78914
H 0.63824 -1.80347 -3.14865
H 0.69151 -3.97856 -2.08792
H -0.35240 -4.08588 -0.60290
H 0.92106 -2.80583 -0.70929
H -0.35908 1.19192 -3.13322
H -1.45702 1.08982 -4.22256
C -6.34183 -0.78407 -3.60114
C -6.27250 0.60046 -2.97348
C -5.12388 0.81974 -1.99343
O -5.22941 0.06986 -0.79697
C -4.43064 0.48488 0.31774
N -6.10929 1.47662 -4.11240
H -5.34638 -1.04901 -3.95750
H -7.04997 -0.92555 -4.41761
H -6.57499 -1.48605 -2.80054
H -7.22076 0.92098 -2.54201
H -5.05994 1.85810 -1.66812
H -4.16521 0.60923 -2.46748
H -3.42162 0.11356 0.13857
H -4.71741 -0.12619 1.17358
H -4.37501 1.54578 0.56163
H -5.39490 1.07736 -4.70431
H -6.91056 1.42759 -4.72530
C 0.89686 1.22533 4.76246
O -0.54211 1.43051 4.74050
H 1.33240 1.70606 5.63842
H 1.17013 0.17087 4.72301
H 1.23900 1.69639 3.84097
H -1.07819 1.05740 5.44407
C 4.19743 -0.18769 2.44251
O 4.72049 -0.72996 3.66461
H 3.51696 0.63237 2.67177
H 4.94213 0.17208 1.73253
H 3.52469 -0.90435 1.97142
H 4.70531 -0.01871 4.30921
C 3.12889 1.26461 -1.82162
O 3.45619 0.75508 -0.55145
H 2.62303 2.22971 -1.84957
H 4.05432 1.40800 -2.37941
H 2.48789 0.55529 -2.34515
H 2.69348 0.83711 0.02575
```

As for the total charge: +1. Its energy above the lowest of the compared OMol25 structures with the same formula, charge and spin is 50.69 kcal/mol. The calculation puts the total energy at -3740.95072 Eh. As for the gap between HOMO and LUMO: 5.54 eV.

Atom charges from the Löwdin analysis, given in e for atoms 1 to 8: number 1, Zn, carries 1.00; number 2, O, carries 0.14; number 3, C, carries -0.78; number 4, O, carries -0.01; number 5, O, carries -0.04; number 6, H, carries 0.07; number 7, C, carries -0.05; number 8, C, carries -0.50


(4)
Here is a 11-piece molecular cluster, C23H66N2O25S6 overall from the OMol25 dataset. Energies are from wB97M-V/def2-TZVPD.

Geometry as XYZ:
```
122
C23H66N2O25S6 wB97M-V/def2-TZVPD
C 6.76378 9.23317 23.07636
O 5.57158 9.95243 23.31209
H 7.48879 9.43332 23.86528
H 6.70436 8.15744 22.91091
H 7.15361 9.70260 22.17316
H 5.35339 9.82149 24.23775
C 0.85287 5.23781 20.06252
O 0.32096 5.12049 21.33327
H 0.16928 5.30582 19.21626
H 1.43153 6.16132 20.04256
H 1.50717 4.40207 19.81446
H -0.09560 4.25675 21.37853
C 5.66334 6.49086 20.50202
O 4.47055 6.24657 19.86728
H 5.55231 6.10271 21.51450
H 6.51088 6.06919 19.96167
H 5.80550 7.57040 20.55196
H 4.15437 5.44527 20.29101
O 10.02041 4.31173 23.42564
S 8.85122 3.54713 22.99413
O 8.98541 2.09989 22.96385
O 7.49487 4.02805 23.86352
C 7.39797 5.41301 24.11847
C 5.99960 5.81745 24.44813
C 8.33194 4.21136 21.32985
H 7.77054 6.10350 23.36182
H 8.02863 5.59006 24.98969
H 5.33552 5.35611 23.71719
H 5.90266 6.89673 24.33046
H 5.78879 5.52385 25.47646
H 8.94723 3.77879 20.54092
H 8.19570 5.29280 21.33231
H 7.34834 3.75719 21.21000
O 3.59757 2.32000 20.73312
S 3.38020 3.13124 21.90107
O 3.65256 4.58210 21.89244
O 1.89465 2.74964 22.63347
C 1.38893 1.45249 22.56939
C 1.18622 0.91646 24.03471
C 4.38447 2.43780 23.33016
H 1.92654 0.70326 21.98823
H 0.40125 1.46806 22.10856
H 2.14174 0.79424 24.54475
H 0.70942 -0.05793 23.92819
H 0.60808 1.50539 24.74676
H 5.36208 2.76106 22.97257
H 4.24911 1.35925 23.24942
H 4.06802 2.86701 24.28080
O 7.23720 1.25843 19.47146
S 6.48810 2.11447 18.58265
O 6.04094 3.43746 19.02650
O 7.12728 2.19475 17.07920
C 7.84510 1.05404 16.66717
C 8.70134 1.44728 15.48273
C 4.96829 1.11160 18.10026
H 7.14967 0.30911 16.28043
H 8.51767 0.70968 17.45275
H 9.38926 2.26115 15.71182
H 8.23123 1.71425 14.53626
H 9.48526 0.73450 15.22675
H 4.59716 0.63168 19.00582
H 5.31774 0.29628 17.46684
H 4.24876 1.80079 17.65821
O 3.91740 6.29867 13.10310
S 2.53955 6.36974 13.66076
O 1.38950 5.61041 13.11213
O 2.74600 5.92577 15.25896
C 2.14848 4.83292 15.86745
C 2.93573 4.50096 17.09675
C 2.05802 8.16007 13.73666
H 1.95296 3.97850 15.21950
H 1.10263 5.10394 16.01178
H 3.99208 4.41373 16.84253
H 2.58003 3.54168 17.47274
H 2.86741 5.27840 17.85768
H 2.86379 8.65517 13.19472
H 1.87545 8.50692 14.75376
H 1.08846 8.20008 13.24022
O -1.64724 9.15412 23.03267
S -0.71487 10.25176 23.30902
O -0.84655 11.05719 24.54116
O 0.82513 9.63333 23.25970
C 1.07210 8.45511 22.47151
C 2.48984 7.87643 22.66488
C -0.56525 11.31125 21.80798
H 0.91892 8.75314 21.43429
H 0.43228 7.68340 22.89953
H 2.53268 6.86894 22.25107
H 2.71546 7.93000 23.72993
H 3.27994 8.43652 22.16473
H -0.55636 10.62250 20.96321
H 0.34256 11.91442 21.79517
H -1.48284 11.89043 21.70467
O 2.73467 10.22475 16.08085
S 4.10700 9.66230 16.27286
O 4.85775 8.83390 15.31790
O 5.07341 10.88663 16.80489
C 6.42695 10.51094 17.15792
C 7.19993 11.66342 17.71041
C 3.95341 8.73809 17.82362
H 6.96357 10.14031 16.28456
H 6.41188 9.71543 17.90293
H 7.26903 12.44028 16.94896
H 8.27026 11.49537 17.82979
H 6.82581 12.11233 18.63053
H 4.92134 8.33793 18.12542
H 3.21441 7.94898 17.68474
H 3.66592 9.40393 18.63731
C 6.69940 5.76266 16.49704
N 7.12695 4.83775 15.34115
O 6.29914 4.57910 14.47363
O 8.29468 4.52139 15.27073
H 5.62354 5.92492 16.56266
H 7.12481 6.76398 16.43008
H 7.07010 5.34154 17.43156
C 10.52806 8.57474 19.44533
N 9.15809 8.11936 18.98931
O 8.48927 7.64867 19.88863
O 8.85416 8.13356 17.80653
H 10.92870 9.26149 18.69970
H 11.16278 7.69248 19.36253
H 10.38545 9.04755 20.41703
```

Its energy above the lowest of the compared OMol25 structures with the same formula, charge and spin is 68.86 kcal/mol. The calculation puts the total energy at -5295.10961 Eh. As for the gap between HOMO and LUMO: 9.71 eV.

Atom charges from the Löwdin analysis, given in e for atoms 1 to 8: number 1, C, carries -0.17; number 2, O, carries -0.11; number 3, H, carries 0.09; number 4, H, carries 0.04; number 5, H, carries 0.08; number 6, H, carries 0.08; number 7, C, carries -0.19; number 8, O, carries -0.09